No. 1
126
Properties=species:S:1:pos:R:3:forces:R:3 method="wB97M-V/def2-TZVPD" homo_lumo_gap_ev=9.3 homo_energy_ha=-0.342
O -10.55671 12.30927 39.66636 0.2 -1.1 -1.3
O -16.06159 7.20131 17.80863 -2.3 1.3 2.5
O -9.30233 5.27660 18.45677 -0.4 0.0 0.4
O -17.04704 7.63485 19.66768 0.2 1.2 -0.6
O -18.77171 4.20462 31.25051 -0.9 -1.1 0.2
O -23.94223 16.96431 30.34036 0.0 -2.0 0.8
O -8.86058 15.90099 31.88892 0.4 -0.7 0.6
O -17.91835 12.14673 35.88259 -0.6 0.0 -0.4
O -17.17451 5.45072 18.93931 0.5 3.8 -0.8
O -15.25205 19.11662 29.98917 0.8 -0.3 0.6
O -23.49419 14.82920 31.05771 0.8 -0.4 -0.6
O -25.35024 15.67303 31.56718 -0.9 0.2 0.1
O -11.15929 10.83895 22.69299 0.8 -0.7 -4.8
O -11.23975 1.57429 33.79401 -0.8 -0.1 -0.2
O -13.55085 9.03338 28.73967 1.0 0.5 -0.4
N -9.87130 11.08459 37.86690 0.7 -1.5 -1.0
N -13.64332 17.74697 30.74391 0.3 -1.7 0.5
N -19.98864 2.28052 31.10104 -0.3 -0.4 0.0
N -19.47267 10.96043 34.83948 -1.8 -1.6 -1.2
N -10.90957 11.05716 24.75838 0.6 0.4 4.0
N -10.54761 3.16122 32.38274 -1.2 -0.5 0.6
N -10.58121 6.76178 19.56022 -2.1 0.1 2.4
N -8.09921 13.88005 32.61929 -0.2 -0.3 -1.0
N -15.17507 7.53670 28.48517 -0.8 -0.2 0.4
C -14.50433 6.70349 27.52245 -0.4 -1.0 -0.5
C -12.97767 3.12835 33.08279 0.4 -0.5 0.8
C -15.37535 6.45200 16.89559 -0.1 -2.5 -1.0
C -11.05839 5.85172 20.61976 0.7 -1.1 -0.6
C -24.20000 15.91302 30.92295 -1.1 2.5 -0.7
C -9.48311 7.40967 17.50370 0.7 0.8 -0.1
C -14.11895 18.93839 30.46173 -2.3 1.1 -1.4
C -9.79872 6.39339 18.56242 1.4 -1.3 -1.9
C -8.56592 11.06997 39.90328 0.4 -0.5 -0.2
C -19.81974 2.13539 29.67012 0.2 -0.3 -0.1
C -19.01753 12.08703 35.33104 1.9 2.4 1.2
C -13.15175 11.51706 23.82720 0.8 -1.0 0.5
C -10.81455 4.42083 31.72817 0.5 -1.0 -0.3
C -8.35691 13.15556 31.34539 -0.1 -0.9 0.7
C -10.92545 11.42003 36.96382 -0.8 0.2 -0.2
C -11.53831 2.53259 33.10242 0.8 0.5 0.1
C -14.67714 8.67474 28.99270 0.4 0.8 0.9
C -9.79456 11.50314 39.10933 0.4 2.6 3.3
C -19.89796 13.35224 35.31527 0.4 -0.1 1.1
C -17.83677 7.53217 20.82293 -1.4 -0.8 0.4
C -11.67602 11.13615 23.70855 -1.7 0.6 0.5
C -8.41598 15.18093 32.78279 -0.7 1.5 -0.1
C -14.45023 16.53098 30.48582 2.0 0.7 0.1
C -26.32755 16.71212 31.49574 -0.5 1.1 0.5
C -19.75778 3.32969 33.23996 -0.4 0.1 0.2
C -16.88209 6.65849 18.79448 1.7 -3.2 -0.1
C -19.46026 3.31072 31.76519 1.7 1.5 0.2
C -22.24943 14.75511 30.36091 1.0 -0.7 1.0
C -8.19113 15.72572 34.20832 0.0 0.0 -0.4
C -13.19019 20.05905 30.64051 0.6 1.3 0.6
C -15.58472 9.51042 29.89989 -0.7 -0.7 -0.4
H -14.74319 7.08535 16.27322 0.0 0.0 0.4
H -14.88192 6.87723 26.51480 0.1 0.4 -0.1
H -9.01612 8.25102 18.01569 -0.3 0.5 -0.1
H -8.69188 7.05854 16.84131 -0.2 -0.4 0.1
H -19.57187 14.23647 34.76765 0.2 -0.6 -0.9
H -16.05148 5.89098 16.25045 -0.3 0.3 -0.4
H -9.04284 13.63759 30.64880 0.2 0.6 0.5
H -13.32229 12.58186 23.66830 -0.1 -0.3 -0.3
H -18.89687 7.64198 20.59446 -0.1 -0.5 -0.5
H -12.13027 5.65927 20.66608 -0.3 1.2 0.1
H -10.31307 7.72694 16.87237 -0.2 0.1 0.4
H -9.16899 10.39550 37.63880 -0.3 0.1 -0.4
H -14.63940 16.53769 29.41239 -0.9 -0.2 0.3
H -18.88321 3.49478 33.86922 0.1 0.1 -0.4
H -13.64248 20.84028 31.25142 -0.3 -0.1 0.0
H -12.28240 19.77531 31.17295 0.2 0.1 -0.4
H -20.43573 4.17283 33.37269 0.0 0.0 0.3
H -8.44946 16.78337 34.26073 0.1 -0.1 -0.3
H -13.29527 3.89282 32.37369 0.4 -0.5 -0.5
H -15.27507 16.48532 31.19692 -0.2 0.0 -0.6
H -21.97535 15.59446 29.72179 -0.7 -0.1 0.0
H -16.48871 8.92309 30.06094 -0.3 0.3 0.2
H -9.84653 4.77596 31.37473 -0.3 0.5 0.1
H -27.20043 16.54639 32.12718 0.3 -1.1 0.1
H -11.04630 10.68632 36.16685 0.4 0.0 0.1
H -9.96206 10.73518 24.62175 -0.3 0.1 0.2
H -21.51096 14.68902 31.15991 0.3 0.2 -0.1
H -8.44798 9.98759 39.85177 -0.2 -0.2 0.5
H -8.80032 15.22246 34.95913 0.0 -0.2 -0.1
H -22.21203 13.77384 29.88781 -0.2 0.3 -0.4
H -10.89395 7.71192 19.70001 0.3 0.0 -0.6
H -20.45225 1.34062 29.27467 -0.3 0.3 0.1
H -17.71738 8.37341 21.50568 1.1 -0.1 -0.2
H -19.02330 10.07848 35.04033 0.1 0.3 0.0
H -14.86104 5.62740 17.38918 0.7 0.3 0.1
H -15.20693 9.80575 30.87874 0.5 -0.3 -0.3
H -14.78739 5.66869 27.71518 0.1 -0.1 0.2
H -13.51507 11.21018 24.80797 -0.1 0.3 0.1
H -20.50392 1.64548 31.69376 0.0 -0.2 -0.7
H -11.45124 4.18610 30.87515 -0.1 0.7 -0.2
H -7.14363 15.61314 34.48785 0.0 0.0 0.0
H -13.16027 3.61126 34.04276 0.3 -0.1 0.3
H -11.87217 11.42205 37.50403 0.0 0.2 0.0
H -10.60010 6.07894 21.58228 -0.3 0.2 0.0
H -17.67472 6.56287 21.29440 0.0 0.2 0.2
H -7.88085 13.40728 33.48468 0.0 -0.4 -0.5
H -20.40098 10.94974 34.44167 0.2 -0.2 0.1
H -7.59851 11.39829 39.52324 -0.2 0.5 -0.5
H -7.47142 12.85944 30.78295 0.4 0.6 0.2
H -26.72850 16.89031 30.49795 0.5 -0.1 -0.1
H -13.75259 15.71452 30.67235 -0.3 -0.2 0.1
H -16.06050 7.22375 28.85689 0.2 0.0 -0.3
H -11.31048 5.05798 32.46042 0.2 0.5 -0.5
H -18.80926 1.82458 29.40474 0.2 0.2 0.2
H -13.59112 10.81819 23.11543 -0.5 0.7 -0.3
H -12.65026 17.70968 30.92429 -0.3 -0.5 0.1
H -8.61059 11.47030 40.91613 -0.3 -0.4 -0.1
H -25.96082 17.64063 31.93331 0.5 0.1 -0.5
H -13.63153 2.25632 33.09411 -0.1 0.1 -0.3
H -13.02418 20.52575 29.66956 0.4 -0.1 0.0
H -15.85375 10.43223 29.38414 0.0 -0.1 -0.1
H -20.24483 2.41688 33.58299 -0.1 0.0 0.0
H -10.77822 4.82409 20.38825 0.8 0.2 -0.3
H -19.64142 13.72476 36.30699 -0.6 -0.1 0.4
H -8.82080 12.19486 31.56886 -0.2 0.0 0.3
H -20.97427 13.19537 35.24425 0.1 0.0 -0.2
H -9.67777 2.65428 32.30212 -0.1 0.3 0.1
H -13.41519 6.73947 27.49850 -0.2 0.5 0.4
H -11.31873 11.13894 25.67816 0.5 0.0 0.0
H -10.75548 12.40693 36.53343 -0.2 0.0 -0.1
H -20.00083 3.10493 29.20611 -0.2 -0.2 -0.2


No. 2
127
Properties=species:S:1:pos:R:3:forces:R:3 method="wB97M-V/def2-TZVPD" homo_lumo_gap_ev=7.9 homo_energy_ha=-0.377 total_charge=+1 de_lowest_kj_mol=706.1
O -7.65307 -34.53259 10.98021 1.7 -3.5 1.6
O -2.49358 -35.52211 11.97857 0.6 0.2 0.0
O -8.24556 -32.60358 10.45489 0.1 3.5 -1.0
O -4.04382 -35.23936 7.56454 0.4 -0.2 -1.2
O -17.12670 -34.32068 10.49437 0.2 0.2 -0.1
O -11.96745 -36.04090 8.55415 -0.2 -2.2 -0.6
O -5.82528 -38.28016 11.57895 -0.4 0.1 -1.1
O -8.10059 -31.14878 13.00066 2.3 -3.5 0.5
O -8.52884 -33.85801 4.64952 -0.1 2.9 0.5
O -6.21082 -33.71217 13.45520 -2.9 -0.3 2.2
O -8.56380 -39.25947 14.19678 -1.0 2.4 -1.4
O -8.80698 -34.23621 9.15866 -1.4 -1.6 -4.4
O -5.42857 -29.60102 7.49684 -0.1 1.2 0.7
N -8.85494 -31.12549 7.22005 1.3 -0.5 1.6
N -8.62871 -37.95458 11.64476 -1.2 0.3 1.6
N -9.06032 -33.56513 13.98507 -0.4 -0.8 -1.5
N -14.11311 -35.23259 10.14441 0.2 1.7 0.3
N -3.76988 -33.55959 10.21632 -0.7 -0.7 -0.6
C -7.45963 -30.93207 7.71329 -0.6 0.3 0.5
C -8.11414 -33.80016 10.06255 -1.9 1.2 4.1
C -4.04115 -36.61751 7.19654 0.2 0.8 -0.1
C -8.87924 -31.89065 6.00875 -1.2 2.7 -3.0
C -9.62233 -32.33263 14.46592 1.7 1.1 1.0
C -4.91441 -33.22889 13.47173 0.7 0.4 -1.0
C -7.80531 -30.19269 12.10948 1.5 2.2 -1.8
C -5.54519 -36.99189 12.08223 0.8 -0.1 -0.1
C -11.02307 -36.52954 7.59325 0.5 1.8 0.2
C -14.96770 -34.59794 9.16120 -3.2 -0.8 -1.4
C -5.07640 -34.83587 8.39773 -0.1 0.7 1.0
C -9.32755 -31.11297 13.51818 -3.2 0.5 1.4
C -16.06775 -33.60791 9.76677 0.9 -0.9 1.0
C -8.61463 -33.31036 6.04009 0.1 -4.3 -0.8
C -8.16520 -34.40024 14.82976 -0.7 0.5 -1.4
C -6.62677 -29.95301 6.84611 0.0 -1.0 1.0
C -8.43440 -35.23776 4.42727 -0.8 0.0 3.0
C -2.23391 -35.53951 10.57842 -0.3 1.2 -0.6
C -8.25832 -40.14196 15.19637 0.1 -0.8 0.2
C -8.01162 -38.80984 10.71977 0.1 -1.3 -1.9
C -2.43329 -34.14889 9.88665 -1.5 -0.4 1.8
C -13.04514 -37.03486 8.67123 0.0 2.5 0.4
C -6.80725 -33.78579 14.80797 1.3 -0.3 -0.7
C -1.51658 -34.82690 12.74401 -0.2 -0.1 -0.1
C -9.57888 -39.65671 13.28098 1.4 0.9 -0.2
C -13.81914 -36.64319 9.96004 0.2 -0.8 -0.7
C -6.65621 -38.24289 10.41355 0.3 -1.5 -0.4
C -9.83168 -38.52110 12.28927 -0.4 0.2 0.1
C -17.89754 -33.40888 11.34133 2.2 0.3 -0.3
C -5.65362 -28.60822 8.53262 0.9 -1.0 0.0
C -4.68596 -33.49058 9.10287 -0.1 -0.2 -1.7
Li -7.81839 -33.05063 12.37238 0.5 -0.1 -0.7
Li -8.97726 -35.90182 11.35048 0.9 0.1 -0.7
Li -9.61787 -32.57994 8.62102 0.6 0.1 0.5
H -7.94732 -38.12236 12.37115 0.3 1.0 1.1
H -14.78069 -35.11702 10.89346 0.6 -0.7 1.1
H -9.85626 -34.04690 13.59206 0.4 -0.8 0.1
H -3.33192 -36.73390 6.37706 0.6 0.0 0.5
H -4.83046 -32.23572 13.91293 0.0 0.1 0.3
H -10.54460 -39.91185 13.71732 0.2 -0.4 0.3
H -2.92393 -36.31584 10.24785 0.1 0.2 -0.6
H -10.30517 -37.62745 12.69583 -0.4 -0.4 0.8
H -5.28963 -35.61649 9.12798 0.1 -0.1 0.5
H -1.35218 -33.83295 12.32793 0.1 0.1 0.2
H -1.21632 -35.77014 10.26310 0.3 -0.7 0.6
H -9.34273 -30.12660 13.98179 -0.9 0.0 1.1
H -10.57471 -38.93740 11.60904 0.2 0.2 -0.6
H -6.24543 -38.93928 9.68253 0.5 0.2 -0.2
H -4.34007 -34.16979 10.78433 0.9 -0.5 1.1
H -8.53810 -35.52143 3.37995 0.6 0.3 0.2
H -6.13145 -34.39282 15.41038 0.1 0.1 0.2
H -4.70028 -33.12963 12.40759 0.6 0.1 0.2
H -4.22844 -33.93850 13.93433 0.1 0.0 0.1
H -7.62360 -35.58245 5.06904 1.0 -0.6 -1.1
H -7.97421 -41.08555 14.73050 0.1 -0.5 0.3
H -6.93009 -32.81075 15.27947 0.6 0.4 -0.3
H -11.32223 -36.37136 6.55712 -0.8 -0.7 -0.1
H -8.27422 -31.47640 5.20225 0.8 0.2 0.1
H -0.57937 -35.38170 12.78786 0.2 0.0 -0.2
H -13.66414 -36.95637 7.77749 -0.3 0.2 -0.1
H -9.15125 -40.26501 15.80924 0.3 -0.3 0.6
H -6.45043 -36.64452 12.58020 0.5 0.6 0.4
H -12.67712 -38.06071 8.65405 0.2 0.0 0.6
H -14.73819 -37.22918 9.95202 -0.2 -0.3 0.1
H -8.58860 -38.95092 9.80584 -0.1 0.4 -0.3
H -9.84737 -31.66087 5.56373 -0.5 -0.7 0.0
H -4.94380 -36.99364 6.71505 -0.7 0.2 0.5
H -18.55992 -33.82460 12.10064 -0.3 -0.9 -0.9
H -5.20410 -36.28734 11.32369 -0.6 0.1 -0.4
H -6.33306 -30.43132 5.91173 -0.2 0.3 -0.1
H -1.76331 -33.43814 10.37043 0.6 -0.2 -0.5
H -9.20267 -30.18705 7.08404 -0.5 -0.1 -0.3
H -9.03721 -32.17280 15.37155 -0.4 0.6 0.4
H -4.22140 -32.85665 8.34761 -0.2 0.1 -0.3
H -10.66172 -37.53405 7.81345 -0.1 -0.1 -0.1
H -6.16108 -27.70463 8.19481 -0.3 -0.2 -0.3
H -7.39537 -39.72256 15.71358 -0.2 -0.2 0.3
H -6.73839 -30.26655 11.89895 0.0 -0.1 -0.2
H -14.57570 -34.22375 8.21547 0.8 0.5 0.5
H -9.23530 -35.69139 5.01112 -0.8 -0.4 -0.4
H -10.11302 -31.03996 12.76598 -0.1 -0.3 -0.6
H -3.78728 -37.14901 8.11368 0.0 -0.7 -0.3
H -7.23039 -29.05210 6.73608 -0.2 0.1 -0.6
H -6.77363 -37.26481 9.94701 0.3 0.3 0.3
H -4.62101 -37.08337 12.65286 -0.5 0.0 0.8
H -6.02498 -34.73224 7.87089 -0.2 0.3 -0.4
H -7.58757 -30.51931 8.71397 0.3 0.1 0.0
H -10.19774 -35.81807 7.62022 0.4 -0.2 0.6
H -7.03917 -31.92378 7.88008 0.4 0.2 -0.3
H -7.92168 -29.18786 12.51553 -0.4 0.2 0.2
H -8.33739 -30.27534 11.16177 -0.2 -0.1 0.0
H -5.60753 -33.00830 9.42873 0.0 0.1 0.1
H -7.75463 -33.61172 6.63816 0.6 0.2 -0.3
H -4.68758 -28.29242 8.92651 0.2 -0.1 -0.4
H -9.07348 -40.45813 12.74210 -0.9 -0.7 -0.2
H -18.35033 -32.63675 10.71933 -0.3 -0.1 0.1
H -17.12994 -32.95577 11.96870 0.0 0.7 0.1
H -15.48107 -33.01767 10.47070 -0.2 0.4 0.4
H -8.46065 -34.45846 15.87734 -0.3 -0.2 0.1
H -7.95458 -39.82287 11.11805 0.5 -0.2 0.1
H -13.19976 -36.96195 10.79840 -0.1 0.0 0.2
H -8.16445 -35.37274 14.33747 0.1 -0.2 0.4
H -10.66178 -32.52048 14.73493 -0.1 0.8 -0.1
H -2.28686 -34.23983 8.81036 0.1 0.1 0.2
H -9.39532 -33.87241 6.55264 -0.6 -0.1 0.0
H -1.86964 -34.74112 13.77167 -0.2 0.0 -0.1
H -15.59070 -35.41526 8.79795 -0.6 -0.3 -0.5
H -6.14018 -29.08134 9.38556 -0.4 0.2 0.0
H -16.53000 -32.90768 9.07098 0.2 -0.3 -0.4